1.
Here is a molecular structure, C41H36As2N2O3Ru at a distorted geometry from OMol25. Energies are from the ωB97M-V functional and the def2-TZVPD basis.

## Properties
2S+1 ... 6
⟨S²⟩ ... 8.779
Kohn-Sham gap (alpha / beta) ... 0.2669 / 0.2295 Eh
Total charge ... +1

Positions of all 85 atoms, in Å:
Ru: 0.72857 0.32083 -0.48103
C: -0.79564 0.89034 -4.55793
O: 0.45357 0.69188 -5.21001
C: 1.47590 0.01144 -4.63510
C: 2.40304 -0.49401 -5.53601
C: 3.48761 -1.24911 -5.12269
C: 3.65944 -1.49925 -3.78122
C: 2.76849 -0.96920 -2.84499
C: 3.10003 -1.19955 -1.45586
N: 2.44216 -0.78263 -0.44244
N: 2.98146 -1.01736 0.82239
C: 2.28523 -0.40337 1.71779
O: 1.18864 0.29866 1.41012
C: 2.71508 -0.41990 3.12553
C: 2.05231 0.38924 4.04701
C: 2.44748 0.38768 5.37641
C: 3.49348 -0.42870 5.78691
C: 4.15133 -1.23930 4.86749
C: 3.76878 -1.23463 3.53639
C: 1.67362 -0.18494 -3.26437
O: 0.82611 0.38605 -2.37154
H: -1.45835 1.27940 -5.32427
H: -0.72734 1.60345 -3.74250
H: -1.19308 -0.05511 -4.18509
H: 2.23651 -0.28358 -6.58517
H: 4.18804 -1.63987 -5.84870
H: 4.49047 -2.10395 -3.43464
H: 4.01051 -1.74912 -1.23824
H: 1.23059 1.01223 3.71215
H: 1.94138 1.02478 6.09121
H: 3.79976 -0.43782 6.82568
H: 4.96593 -1.87467 5.19432
H: 4.27776 -1.85322 2.80736
C: -3.03038 0.12264 -1.53843
C: -2.73638 -1.30675 -1.53187
As: -0.92488 -1.88477 -0.83312
C: -1.29845 -3.77861 -1.09066
C: -0.89957 -4.37330 -2.28363
C: -1.27396 -5.68075 -2.56412
C: -2.04265 -6.39125 -1.65235
C: -2.43262 -5.79736 -0.45900
C: -2.06330 -4.48954 -0.17280
C: -1.19630 -1.82100 1.09209
C: -2.20983 -1.09542 1.70580
C: -2.26573 -1.00361 3.09222
C: -1.30782 -1.63767 3.86924
C: -0.29922 -2.37811 3.26125
C: -0.24257 -2.46754 1.87927
As: -0.90311 1.99615 0.20466
C: -0.19171 3.10958 1.62349
C: -1.07381 3.65007 2.55674
C: -0.59241 4.42932 3.60014
C: 0.77019 4.67406 3.71062
C: 1.65053 4.14715 2.77528
C: 1.17379 3.35753 1.73898
C: -1.71711 3.32825 -0.92770
C: -1.02310 3.80322 -2.03592
C: -1.59023 4.79121 -2.82850
C: -2.84683 5.29444 -2.51915
C: -3.54025 4.81350 -1.41511
C: -2.97950 3.82429 -0.61907
H: -3.70849 0.55321 -0.81427
H: -2.69497 0.76637 -2.34006
H: -2.68264 -1.73765 -2.53082
H: -3.41800 -1.89185 -0.92149
H: -0.29040 -3.82356 -2.99024
H: -0.96158 -6.14455 -3.49229
H: -2.33637 -7.40965 -1.87391
H: -3.02759 -6.35275 0.25682
H: -2.36500 -4.03445 0.76059
H: -2.97086 -0.61154 1.10775
H: -3.06139 -0.43746 3.56168
H: -1.34649 -1.56198 4.94897
H: 0.44994 -2.87736 3.86506
H: 0.54936 -3.04161 1.41106
H: -2.13738 3.46591 2.46891
H: -1.28212 4.84974 4.32057
H: 1.14703 5.27525 4.52884
H: 2.71178 4.34863 2.85435
H: 1.86630 2.94988 1.01792
H: -0.03784 3.42034 -2.26935
H: -1.05076 5.16802 -3.68807
H: -3.28845 6.06303 -3.14126
H: -4.51863 5.20855 -1.17191
H: -3.52710 3.44303 0.23381

Here are the Löwdin charges for atoms 1 to 8, given in e: number 1, Ru, carries 1.11; number 2, C, carries -0.05; number 3, O, carries -0.05; number 4, C, carries -0.21; number 5, C, carries 0.03; number 6, C, carries -0.06; number 7, C, carries -0.04; number 8, C, carries -0.14

2.
Here is a molecular structure, C41H36AsBr2N4O5Pb at a distorted geometry from OMol25. Energies are from the ωB97M-V functional and the def2-TZVPD basis.

## Properties
Relative energy (zero: lowest compared OMol25 entry of this formula, charge and spin) ... 0.680 eV
Kohn-Sham gap ... 0.2301 Eh
Total charge ... -1

Positions of all 90 atoms, in Å:
Pb: 0.12140 0.08840 -0.54210
O: -3.84080 4.35570 2.39390
C: -2.93520 3.52960 1.81180
C: -2.28300 3.86400 0.62910
C: -1.39320 2.96180 0.06910
N: -1.12730 1.80250 0.65220
C: -1.72260 1.47360 1.79100
C: -2.65190 2.29790 2.40140
C: -1.33250 0.10500 2.37390
O: -1.98510 -0.31480 3.32060
O: -0.36520 -0.46780 1.79620
C: -0.72050 3.22230 -1.29900
O: -0.93450 4.30930 -1.81920
O: -0.04970 2.26260 -1.75700
H: -3.93390 5.16120 1.86960
H: -2.46530 4.79620 0.11690
H: -3.13090 1.97360 3.31160
Br: -5.74040 -4.00730 0.82160
C: -4.23060 -3.06500 0.16490
C: -4.37010 -1.76630 -0.30150
C: -3.22310 -1.13720 -0.76220
N: -2.03770 -1.71090 -0.78620
C: -1.90950 -2.95630 -0.33580
C: -2.99970 -3.68360 0.15200
C: -0.57030 -3.54530 -0.27040
C: -0.39350 -4.92240 -0.44920
C: 0.85710 -5.44650 -0.19610
Br: 1.15170 -7.31010 -0.47110
C: 1.87840 -4.62850 0.25410
C: 1.61340 -3.26330 0.31330
N: 0.43990 -2.74030 0.03890
H: -5.32070 -1.25890 -0.29210
H: -3.26280 -0.12180 -1.13500
H: -2.88130 -4.68340 0.53640
H: -1.19600 -5.55040 -0.80960
H: 2.84710 -5.01970 0.51570
H: 2.38970 -2.57160 0.60050
C: 7.12930 -2.88840 3.95560
C: 6.15340 -1.87490 3.42660
C: 4.78910 -2.12410 3.41540
C: 3.88220 -1.19520 2.92660
C: 2.41910 -1.46260 3.12030
C: 4.34130 0.00010 2.33870
As: 2.82200 1.02090 1.43880
N: 2.45420 0.10010 -0.09680
C: 3.13600 -0.77410 -0.86460
C: 4.27900 -1.49380 -0.45080
C: 4.85840 -2.45430 -1.24820
C: 4.34980 -2.73830 -2.50470
C: 3.25440 -2.01700 -2.95830
C: 2.66530 -1.06050 -2.16710
C: 3.53710 2.69660 0.58080
C: 4.41240 2.78250 -0.50280
C: 5.09680 1.58470 -1.08300
C: 4.68900 4.01340 -1.08630
C: 4.10050 5.17900 -0.63610
C: 4.39310 6.50270 -1.27670
C: 3.21730 5.08980 0.43020
C: 2.92610 3.87690 1.03090
C: 1.93190 3.85310 2.15870
C: 5.70070 0.29910 2.44410
C: 6.27930 1.62510 2.03990
C: 6.58250 -0.63480 2.98490
H: 6.61980 -3.80650 4.24130
H: 7.64810 -2.49940 4.83200
H: 7.88320 -3.12540 3.20510
H: 4.41650 -3.06240 3.80710
H: 2.24910 -2.48910 3.44220
H: 1.80960 -1.26480 2.23960
H: 2.04900 -0.79270 3.90020
H: 4.69470 -1.30770 0.52650
H: 5.72160 -2.99330 -0.87670
H: 4.79850 -3.50720 -3.11610
H: 2.85600 -2.20950 -3.94660
H: 1.82880 -0.49060 -2.55080
H: 5.18830 0.78750 -0.35280
H: 6.08900 1.85140 -1.45010
H: 4.51950 1.20430 -1.92660
H: 5.37750 4.05250 -1.92080
H: 5.14360 6.39940 -2.05750
H: 4.75640 7.21290 -0.53350
H: 3.48640 6.91140 -1.72190
H: 2.73130 5.99030 0.78460
H: 1.67560 4.86600 2.46350
H: 2.32470 3.30500 3.01820
H: 1.02100 3.34680 1.83300
H: 5.49920 2.32390 1.75060
H: 6.96920 1.50870 1.20390
H: 6.83150 2.05370 2.87760
H: 7.63130 -0.37340 3.05450

Here are the Löwdin charges for atoms 1 to 8, given in e: number 1, Pb, carries 1.46; number 2, O, carries 0.07; number 3, C, carries -0.29; number 4, C, carries 0.06; number 5, C, carries -0.18; number 6, N, carries 0.02; number 7, C, carries -0.18; number 8, C, carries 0.07